Record 1
This record from the OMol25 dataset describes C22H23F9N3O2Ru as an isolated structure. The level of theory is ωB97M-V/def2-TZVPD.

Summary:
Orbital gap (spin up / spin down), eV: 7.87 / 7.52
HOMO (spin up / spin down), hartree: -0.2758 / -0.2898

```
! RIJCOSX wB97M-V def2-TZVPD def2/J DEFGRID3
* xyz 0 2
Ru -0.08 0.63 -0.33
C 0.00 0.26 -3.14
N 0.85 -0.26 -2.03
C 2.26 0.15 -2.26
C 0.67 -1.70 -1.93
C 1.25 -2.58 -2.83
C 1.00 -3.94 -2.73
C 0.17 -4.40 -1.72
C -0.40 -3.53 -0.81
C -0.16 -2.15 -0.90
N -0.62 -1.20 0.00
C -1.50 -1.61 1.04
C -2.83 -1.85 0.73
C -3.76 -2.15 1.71
C -3.35 -2.20 3.03
C -2.02 -1.99 3.35
C -1.06 -1.70 2.37
N 0.29 -1.49 2.70
C 1.32 -2.08 1.86
C 0.63 -1.41 4.11
H 0.23 -0.27 -4.06
H 0.20 1.32 -3.26
H -1.05 0.11 -2.90
H 2.56 -0.05 -3.28
H 2.90 -0.40 -1.57
H 2.33 1.22 -2.06
H 1.89 -2.20 -3.62
H 1.46 -4.63 -3.43
H -0.03 -5.46 -1.63
H -1.04 -3.90 -0.03
H -3.13 -1.77 -0.31
H -4.80 -2.33 1.44
H -4.06 -2.42 3.82
H -1.72 -2.06 4.39
H 2.13 -2.46 2.49
H 1.74 -1.36 1.15
H 0.94 -2.93 1.29
H 0.54 -2.36 4.64
H 0.01 -0.67 4.61
H 1.67 -1.08 4.19
C 1.03 1.81 2.48
C 0.11 1.24 1.47
O -1.09 1.30 1.40
H 0.59 2.73 2.88
H 2.00 2.02 2.04
H 1.15 1.09 3.29
F 2.29 4.64 -1.87
C 1.06 4.38 -2.31
F 1.19 3.54 -3.35
F 0.55 5.53 -2.79
C 0.18 3.75 -1.18
O 0.60 2.50 -0.97
C 0.36 4.61 0.12
F 0.32 5.93 -0.09
F 1.52 4.32 0.71
F -0.61 4.30 1.00
C -1.32 3.81 -1.61
F -1.86 5.03 -1.45
F -2.04 2.94 -0.91
F -1.46 3.48 -2.91
*
```


Record 2
This record from the OMol25 dataset describes one molecule with the formula C22H23FN2O5S in a non-equilibrium geometry. The level of theory is ωB97M-V/def2-TZVPD.

Summary:
Orbital gap, eV: 7.21
SMILES: COc1ccc2[nH]c(=O)c(CN(C[C@@H]3CCCO3)S(=O)(=O)c3ccccc3F)cc2c1
HOMO, hartree: -0.2850

```
! RIJCOSX wB97M-V def2-TZVPD def2/J DEFGRID3
* xyz 0 1
C -4.82 -3.69 -1.51
O -5.30 -2.51 -0.94
C -4.58 -1.78 -0.26
C -5.33 -0.66 0.31
C -4.58 0.27 1.00
C -3.26 0.01 1.38
N -2.53 1.14 1.82
C -1.03 0.87 1.90
O -0.47 2.04 2.65
C -0.40 -0.10 1.25
C 1.08 -0.15 1.52
N 1.85 0.47 0.15
C 1.43 1.55 -0.32
C 0.26 1.75 -1.41
C 0.32 2.95 -1.93
C -0.34 4.19 -1.24
C -1.28 3.29 -0.35
O -0.83 1.88 -0.57
S 2.25 -0.74 -0.71
O 1.42 -1.98 -0.89
O 2.43 -0.09 -1.94
C 3.85 -1.13 -0.01
C 4.13 -2.40 0.27
C 5.32 -3.09 0.87
C 6.36 -1.91 1.07
C 6.04 -0.45 0.48
C 4.76 -0.24 0.32
F 4.62 1.03 -0.17
C -1.17 -1.04 0.82
C -2.57 -1.02 0.63
C -3.24 -2.05 -0.30
H -4.02 -3.36 -2.37
H -5.52 -4.15 -2.17
H -4.29 -4.45 -0.81
H -6.31 -0.66 0.31
H -5.12 1.27 1.63
H -2.87 1.88 2.29
H 1.51 -1.02 1.51
H 1.30 0.63 2.31
H 1.26 2.27 0.57
H 2.39 2.20 -0.80
H 0.29 0.63 -1.72
H -0.35 2.79 -3.04
H 1.41 3.00 -2.52
H 0.66 4.47 -0.62
H -0.89 4.89 -1.69
H -2.28 3.40 -0.57
H -1.09 3.67 0.60
H 3.24 -3.32 0.23
H 5.53 -3.97 1.23
H 7.24 -2.09 1.47
H 6.76 0.12 0.74
H -0.54 -1.98 0.24
H -2.70 -2.63 -0.68
*
```


Record 3
This record from the OMol25 dataset describes C22H23FN2S as an isolated structure in a non-equilibrium geometry. The level of theory is ωB97M-V/def2-TZVPD.

Summary:
Orbital gap, eV: 7.61
HOMO, hartree: -0.2807

```
! RIJCOSX wB97M-V def2-TZVPD def2/J DEFGRID3
* xyz 0 1
C -3.93 -3.17 -1.71
H -3.21 -3.92 -2.31
H -3.99 -2.24 -2.49
C -3.25 -2.73 -0.54
C -4.14 -1.85 0.08
C -3.49 -1.27 1.53
N -2.24 -0.73 1.30
C -1.98 0.75 1.02
S -3.22 1.82 1.41
C -0.59 1.20 0.88
C 0.49 1.03 1.48
N 1.48 1.73 0.97
C 1.12 2.41 0.10
C 1.77 3.69 -0.43
C 0.98 4.41 -1.40
C -0.46 4.22 -1.27
C -1.01 3.08 -0.68
C -0.33 2.34 0.17
H -2.01 3.21 -0.88
H -0.98 4.96 -1.92
H 1.42 5.23 -1.91
H 2.70 3.85 -0.23
C 2.95 1.54 1.50
C 3.54 0.37 0.82
C 4.54 -0.34 1.00
C 5.21 -1.49 0.48
C 4.82 -1.90 -0.84
C 3.91 -0.72 -1.46
C 3.20 0.09 -0.58
H 2.59 0.74 -1.09
H 3.62 -0.91 -2.51
H 5.26 -2.54 -1.51
F 6.07 -2.27 1.10
H 4.80 -0.52 2.26
H 2.97 1.12 2.52
H 3.55 2.57 1.32
H 0.75 0.04 1.99
C -1.28 -1.53 0.74
H -0.35 -1.02 0.24
C -2.06 -1.94 -0.72
H -2.00 -1.30 -1.34
H -1.42 -2.72 -1.05
H -1.19 -2.43 1.18
H -4.08 -0.56 2.02
H -3.36 -1.96 2.09
H -4.96 -2.18 0.51
H -4.28 -0.93 -0.38
H -3.01 -3.71 0.18
H -4.92 -3.53 -1.67
*
```


Q: Number 1 is which compound?
A: C22H23F9N3O2Ru